[1]
59
Properties=species:S:1:pos:R:3:forces:R:3 method="wB97M-V/def2-TZVPD" charge=+1 e_tot_ev=-111372.4397 lumo_energy_ev="-2.78 / -5.40" s2=8.822 multiplicity=6 gap_ev="6.51 / 5.49" homo_ev="-9.29 / -10.89"
H -0.05230 5.07904 -2.44133 -0.006 -0.003 0.013
H 1.24335 -1.10076 3.91399 -0.026 0.034 0.011
H 0.85065 5.56775 -0.97693 -0.009 -0.012 -0.006
H -2.41656 1.02359 4.59463 -0.009 -0.002 -0.001
C 4.36741 -0.20833 -1.96316 0.264 -0.137 -0.515
C 0.64382 -2.40935 0.73817 -0.106 0.044 -0.024
S -0.09615 -2.69964 -2.68138 0.046 -0.131 0.153
H -2.65556 -1.96926 2.64577 0.026 -0.004 -0.034
H -4.46959 -1.09208 -2.35980 0.007 -0.006 0.012
C 2.53196 0.82744 2.50093 -0.198 -0.093 -0.172
H 0.74562 2.85675 2.36415 -0.019 -0.027 0.002
Ir 0.59010 0.39814 -0.47895 -0.129 0.045 0.020
S -1.86787 -3.66221 -4.74056 -0.091 -0.115 -0.064
C 0.35080 2.00298 2.90687 0.094 0.023 0.194
N -0.01830 -1.25405 0.62341 -0.019 -0.138 0.017
S -1.36218 4.76523 -0.43664 -0.001 -0.062 0.029
C 3.63814 -0.48738 -3.18145 0.429 -0.011 0.077
C 3.54020 0.35519 0.40808 0.108 -0.138 -0.248
C 3.44457 0.02172 -0.99748 -0.451 0.048 0.278
N 2.16227 -0.11153 -1.53794 -0.044 -0.038 -0.084
C -1.19945 -1.06693 1.32905 0.057 -0.150 -0.107
C -0.64741 -0.16372 4.32311 0.114 0.123 0.122
H 3.11987 0.06452 3.01522 0.022 -0.039 -0.017
H 1.45818 -0.54113 -3.52642 0.084 0.076 0.086
N -1.00957 1.12225 0.50642 -0.610 -0.341 0.152
C -1.42798 0.97311 4.15581 0.171 0.016 0.136
H 0.74318 -4.36991 1.55602 -0.027 0.017 0.011
C -0.38427 -3.92767 -3.87157 -0.097 0.197 0.026
S -3.80719 -1.56636 -4.62526 -0.077 0.113 -0.133
C -0.12207 5.55503 -1.46511 0.011 0.064 -0.053
S -1.50996 -0.15053 -2.31829 -0.089 0.171 0.030
H -1.43421 -4.12297 2.78525 0.004 0.005 -0.019
H 1.57178 -2.48282 0.18587 0.001 0.000 -0.009
C -1.72996 -2.12872 2.10831 0.020 -0.067 -0.078
C -2.34151 -2.18049 -3.99249 0.295 -0.003 0.244
C -1.74438 0.19280 1.26353 0.145 0.259 -0.425
C 1.14043 0.86839 3.06780 -0.067 0.098 0.344
H -1.02635 -1.00451 4.89142 0.021 0.018 -0.013
H 4.05929 -0.71807 -4.14722 0.033 0.030 0.060
C -4.57335 -0.59286 -3.31884 -0.048 0.043 0.025
H -2.64764 0.50639 1.76512 0.043 -0.006 -0.129
S 0.66745 2.60660 -1.11147 0.019 0.129 -0.113
H 5.44013 -0.18797 -1.83755 -0.060 -0.006 -0.058
H 4.52749 0.44832 0.86589 -0.007 -0.028 -0.025
N -1.50724 2.33726 0.42398 0.411 -0.097 -0.399
C 0.63036 -0.21497 3.77640 -0.054 0.021 0.086
C 0.17098 -3.45468 1.50076 0.059 -0.045 0.005
C -0.76430 3.13395 -0.33219 -0.345 0.173 0.207
C 2.31795 -0.41332 -2.88650 -0.106 0.155 0.364
H -5.62378 -0.57157 -3.60636 -0.001 0.040 0.041
S 0.58636 -5.18388 -4.14097 0.175 -0.243 -0.028
C -1.04864 -3.30864 2.18616 -0.056 -0.017 0.044
C -1.45073 -1.65500 -3.02678 -0.157 -0.161 -0.276
H 3.03408 1.78565 2.65242 -0.036 0.047 -0.061
H -4.17103 0.41268 -3.27667 -0.003 0.006 0.006
N 2.46564 0.51758 1.06691 0.162 0.126 0.082
H -1.53125 2.94517 3.30790 0.012 -0.019 -0.005
H -0.47381 6.57728 -1.59205 0.034 0.005 -0.007
C -0.92746 2.05645 3.44202 0.080 0.015 0.224

=====

[2]
23
Properties=species:S:1:pos:R:3:forces:R:3 method="wB97M-V/def2-TZVPD" relative_energy_kcal_mol=96.0 charge=0 e_tot_ev=-23880.2932 lumo_energy_ev=-0.28 gap_ev=8.81 homo_ev=-9.09
C 1.26932 2.00822 -1.94911 -1.565 -0.031 0.894
C 1.48376 0.90460 -2.71404 1.766 -0.312 -1.016
O -3.99013 1.33849 1.23515 0.102 0.192 -0.105
C 0.16102 2.09015 -1.06660 1.570 1.128 -1.374
C -1.62437 1.09082 0.23365 -1.048 0.563 0.638
C 0.64513 -0.16683 -2.53217 -0.928 0.889 1.060
H 0.88402 -1.02858 -3.00817 0.423 -2.568 -1.613
C 0.42443 -1.65830 1.52552 2.662 -1.707 -0.415
H -0.00796 3.14670 -0.78350 -0.297 -1.074 0.839
H -0.55367 -0.78117 3.08854 0.042 1.715 0.817
H 1.87779 2.85569 -1.91095 1.063 1.145 -0.588
H -0.92302 -1.11314 -1.36782 0.203 0.665 -0.434
C -0.61918 0.98881 -0.82289 -0.270 -0.917 -1.103
S -3.21937 1.21635 -0.00952 0.339 -0.602 -0.120
H 2.35249 0.76223 -3.43649 -1.199 0.543 1.145
N -0.46162 -1.58034 2.54264 -1.550 -2.315 2.496
C -0.39238 -0.18142 -1.63315 -0.353 0.761 2.008
C 0.69996 -2.43699 2.92824 -1.120 0.256 -3.271
H 0.64268 -3.54555 2.95626 -0.687 0.986 -0.180
H 0.08437 -2.31830 0.73205 0.253 0.217 -0.264
H 1.10187 -0.85375 1.22692 -0.163 -0.123 0.221
H 1.51046 -2.08917 3.50484 0.563 0.983 0.586
H -1.34560 1.35150 1.26061 0.196 -0.393 -0.221

=====

[3]
19
Properties=species:S:1:pos:R:3:forces:R:3 method="wB97M-V/def2-TZVPD" relative_energy_kcal_mol=183.8 charge=+1 e_tot_ev=-12314.6619 lumo_energy_ev="-5.79 / -4.79" gap_ev="6.08 / 8.90" homo_ev="-11.87 / -13.69"
H 2.13968 1.39150 0.53957 2.995 2.180 -0.723
H 0.38540 -0.14843 -2.28484 1.381 -0.174 -1.285
H -1.82788 0.45367 -3.08389 1.275 -0.133 -1.326
H 0.50745 1.48623 0.65703 -0.172 -0.739 1.541
H 0.19597 -1.53898 1.60641 0.739 0.166 -0.760
H 2.66098 -0.27661 2.15149 -0.928 1.352 0.152
C 0.21164 -0.27321 -1.26250 1.178 -0.078 1.462
N -1.11438 -0.13946 -1.10121 -0.619 -0.041 2.362
C -1.94156 -0.14035 0.04045 -0.383 0.163 0.713
N -3.12259 0.25482 -0.27855 -0.754 -0.917 -0.253
C 1.25709 -0.35656 -0.21382 0.940 -2.118 -1.055
N 1.67308 0.02253 1.95768 1.120 -2.961 -1.135
C -1.97274 0.25765 -2.06758 -1.792 -0.154 -1.133
N -3.18664 0.39386 -1.67826 0.421 0.851 1.842
C 1.36682 0.80951 0.80642 -1.284 0.834 -2.598
H 2.29294 -0.69604 -0.72734 -2.308 1.151 1.064
H -1.74897 -0.45485 1.08735 0.445 0.306 -1.174
C 1.13416 -1.15955 1.13240 -1.324 -0.360 -0.293
H 1.08954 0.11427 2.71920 -0.929 0.673 2.600

=====

[4]
12
Properties=species:S:1:pos:R:3:forces:R:3 method="wB97M-V/def2-TZVPD" relative_energy_kcal_mol=74.2 charge=+1 e_tot_ev=-10146.8830 lumo_energy_ev="-4.31 / -6.69" s2=2.006 multiplicity=3 gap_ev="5.67 / 8.20" homo_ev="-9.98 / -14.90"
H -1.19936 -1.21878 -2.32480 -0.057 1.105 0.515
O 2.01707 0.69758 -0.49371 4.941 2.284 -1.008
N -0.96190 -0.87098 1.21290 2.108 1.555 1.738
H 0.99357 1.38582 2.20520 -0.476 -1.220 0.859
N -1.06093 -0.39835 -1.70108 -5.185 -1.181 -0.057
C -0.01688 -0.20980 1.52901 -1.908 -1.038 -2.102
N 0.99444 0.56479 1.56990 -0.377 2.593 2.648
N 1.01415 0.19780 -0.84496 0.874 -2.172 6.503
H -1.79708 0.38193 -1.77174 1.368 -1.869 0.158
H 1.42916 1.10541 0.74714 0.137 -1.511 0.000
C 0.14213 0.01979 -1.56836 -1.626 1.530 -9.237
H -1.55436 -1.65522 1.44050 0.201 -0.076 -0.018

=====

[5]
14
Properties=species:S:1:pos:R:3:forces:R:3 method="wB97M-V/def2-TZVPD" relative_energy_kcal_mol=88.9 charge=0 e_tot_ev=-7358.3981 lumo_energy_ev=0.41 smiles=C#C[C@@H](C)CO gap_ev=10.43 homo_ev=-10.02
C -1.76401 1.71330 -0.39961 0.461 -0.506 0.111
C 0.51704 -0.72875 1.19444 0.336 -0.281 -0.743
H -1.14213 0.05392 1.60511 1.226 -2.098 2.112
O -0.54280 -0.69905 2.09168 -1.133 1.287 -0.448
C 0.96626 -0.06326 -1.23377 -0.345 0.328 -0.006
H 0.48039 0.56068 -1.97734 0.191 0.096 -0.212
H 0.92388 -1.72501 0.94549 -0.104 -0.123 1.018
H -0.74116 -1.17937 -0.44776 0.204 0.090 0.015
C -0.06756 -0.37084 -0.14026 -1.237 1.336 0.125
H 1.37296 -0.08456 1.47732 -0.409 -0.062 -0.066
H -2.14571 2.46587 -1.05764 -0.319 0.070 0.537
C -1.19368 0.81197 0.18627 1.766 -0.264 -2.849
H 1.33790 -0.96064 -1.75625 -0.327 0.142 0.438
H 1.84084 0.46612 -0.83384 -0.312 -0.014 -0.032